1.
{"formula": "C3H4O4S", "method": "ωB97M-V with the def2-TZVPD basis set", "gap_ha": [0.32000, 0.32003], "max_force_ev_per_a": 4.6, "e_tot_ha": -815.63664, "e_homo_ha": [-0.3251, -0.3252], "de_lowest_kj_mol": 620.29, "elements": ["C", "C", "C", "O", "O", "O", "O", "S", "H", "H", "H", "H"], "positions_angstrom": [[0.2783, -1.2536, 0.0138], [0.8622, 0.9797, 0.2604], [-0.5742, 1.2375, -0.2656], [-0.6640, -3.5181, 0.2478], [1.2183, -0.3526, -0.0919], [-1.1452, -0.8880, -0.5425], [-1.4823, 0.2738, 0.2222], [0.6011, -2.8419, 0.4135], [1.5157, 1.5781, -0.2167], [0.8098, 1.3024, 1.3361], [-1.0643, 2.2718, 0.0274], [-0.3554, 1.2109, -1.4046]], "forces_ev_per_angstrom": [[-2.6, -1.2, -1.2], [-4.0, 0.0, 2.4], [0.5, 2.4, -1.3], [-1.2, -2.0, 0.0], [0.4, 0.6, 0.5], [3.7, -1.4, 1.9], [0.5, 0.3, -0.9], [-0.1, 2.7, -0.3], [2.3, 2.0, -1.6], [0.7, -1.4, -0.5], [1.4, -2.0, -0.5], [-1.5, -0.1, 1.5]], "lowdin_charge": [-0.494, -0.135, -0.185, -0.565, -0.048, -0.046, -0.091, 1.000, 0.088, 0.150, 0.171, 0.155]}


2.
{"formula": "C3H4O4S", "method": "ωB97M-V with the def2-TZVPD basis set", "gap_ha": 0.37844, "max_force_ev_per_a": 5.1, "e_tot_ha": -815.76158, "e_homo_ha": -0.3981, "de_lowest_kj_mol": 292.24, "elements": ["C", "C", "C", "O", "O", "O", "O", "S", "H", "H", "H", "H"], "positions_angstrom": [[-0.9224, 0.9114, -0.0085], [0.1145, 0.1050, -0.7470], [0.1072, -1.3668, -0.9331], [-2.0328, 1.2026, -0.2830], [0.5297, 2.3955, 1.8770], [-0.2512, 0.0859, 2.4100], [1.3362, 0.4484, 0.4839], [0.1734, 1.0764, 1.4790], [0.6054, 0.6383, -1.6389], [-0.9595, -1.9441, -1.0882], [0.5190, -1.7749, 0.0503], [0.7807, -1.7778, -1.6014]], "forces_ev_per_angstrom": [[0.0, -0.6, 0.1], [3.7, 1.2, -0.6], [-3.1, -2.4, 3.3], [0.3, 0.1, 0.1], [-0.1, -0.1, 0.1], [-0.1, -0.1, 0.2], [-3.8, 0.2, -1.1], [1.3, -0.2, -1.1], [-1.0, -0.4, 1.4], [2.5, 1.9, 0.4], [-0.9, 0.4, -1.0], [1.2, -0.1, -1.9]], "lowdin_charge": [-0.375, -0.147, -0.053, 0.172, -0.249, -0.249, -0.255, 0.659, 0.178, 0.162, 0.115, 0.044]}